69
Properties=species:S:1:pos:R:3:forces:R:3:lowdin_spin:R:1 method="wB97M-V/def2-TZVPD" charge=0 gap_ev="7.069 / 6.673" spin_multiplicity=2
Hg 0.16935 -0.31319 0.58474 0.0 0.0 0.0 0.03
S -7.58855 -0.68730 1.58231 0.2 0.0 -0.2 0.00
S 3.60963 -0.31264 -0.29243 0.0 0.4 0.1 0.00
O 3.35531 1.11696 -0.68167 0.0 -0.4 0.1 0.00
N 0.87703 4.59945 -1.84035 0.0 -0.1 0.1 0.00
N -2.72531 -0.72931 -0.74289 -0.2 -0.1 0.0 0.00
N -7.43993 1.02522 -0.38567 -0.2 -1.0 -0.3 0.00
N 1.09219 4.68163 0.59394 -0.1 -0.1 -0.1 0.00
N -1.12412 4.67462 -0.43931 0.1 0.0 0.0 0.00
N 0.25976 2.66062 -0.49148 -0.1 0.2 -0.1 0.00
N -6.47547 2.82481 1.06811 0.5 0.6 0.6 0.05
C -6.82871 0.07099 0.32036 -0.1 0.0 -0.5 0.00
C -4.35652 0.53414 2.64676 -0.1 -0.1 0.1 -0.02
C -2.13740 2.15693 3.11550 0.0 0.1 0.0 0.11
C 0.85168 3.12830 -1.75584 -0.1 0.2 0.2 0.00
C -4.69424 0.61975 -0.93491 0.0 0.1 -0.1 0.00
C -4.39340 1.89472 2.31484 -0.2 0.1 0.0 0.12
C -0.29101 5.17162 0.66720 0.1 -0.2 -0.2 0.00
C 3.11577 -0.46750 -3.00336 0.0 -0.1 0.0 0.00
C 1.06012 3.20808 0.61448 -0.2 0.2 -0.1 0.00
C -3.37141 0.32464 -1.23640 0.0 0.0 0.2 0.00
C -1.09940 3.20465 -0.39410 0.2 0.1 -0.1 0.00
C 3.33684 -1.34468 -1.77821 -0.1 0.1 0.0 0.00
C 5.81859 -1.78884 0.46511 -0.1 0.1 -0.1 0.00
C 1.65957 5.10225 -0.69870 -0.2 -0.2 0.0 0.00
C -4.75437 -1.36026 0.36882 0.0 -0.1 -0.1 0.00
C -5.55964 2.43176 1.64718 0.3 0.1 0.3 0.02
C -3.28188 2.70810 2.58676 0.0 0.0 -0.1 -0.02
C -0.49706 5.09804 -1.70244 0.1 -0.2 0.2 0.00
C -3.42185 -1.55171 0.04469 0.1 0.0 -0.1 0.00
C -3.20585 -0.01713 3.15692 0.0 0.0 0.0 0.11
C 5.40687 -0.48206 -0.21418 0.1 -0.2 0.0 0.00
C -0.83724 0.16068 3.75677 -0.1 0.1 0.3 0.49
C -5.41178 -0.23290 -0.10290 -0.3 0.0 -0.1 0.00
C -2.04286 0.76492 3.37098 0.0 -0.1 -0.1 0.04
H 1.68156 6.19189 -0.73838 0.0 0.0 0.0 0.00
H 5.55896 -2.66113 -0.14282 0.0 0.1 0.1 0.00
H -0.48397 6.18810 -1.74024 0.0 0.0 0.0 0.00
H -0.72986 4.84331 1.61282 0.0 0.0 0.0 0.00
H -3.16505 -1.08049 3.37639 0.0 0.1 0.0 0.00
H 3.98876 0.15071 -3.21875 0.0 0.0 0.0 0.00
H 5.32098 -1.89731 1.43282 0.1 0.0 -0.1 0.00
H -1.69626 2.81913 -1.22330 0.0 0.0 0.0 0.00
H 1.86692 2.74362 -1.82190 0.1 0.0 0.0 0.00
H 0.62186 2.87450 1.56058 0.0 0.0 0.0 0.00
H -3.32863 3.76446 2.34687 0.0 0.0 0.0 0.00
H 2.67913 4.72409 -0.77470 0.0 0.0 0.0 0.00
H -0.28770 6.26136 0.64498 0.0 0.1 0.0 0.00
H -6.95239 1.59390 -1.05404 -0.1 0.0 0.1 0.00
H -2.87506 -2.40056 0.44898 -0.1 0.1 -0.1 0.00
H -5.12009 1.53648 -1.32919 0.1 -0.1 0.0 0.00
H -1.27296 2.78143 3.31620 -0.1 0.0 0.0 0.00
H -1.09602 4.72648 -2.53517 0.0 0.0 0.0 0.00
H -5.23736 -0.07885 2.47164 0.2 0.2 0.2 0.00
H 2.07018 2.81543 0.53198 0.1 0.0 0.0 0.00
H 6.89596 -1.81360 0.63558 -0.1 0.0 0.0 0.00
H 0.26343 2.73675 -2.58844 0.0 0.0 0.0 0.00
H -8.33418 1.34212 -0.05665 0.0 0.1 0.0 0.00
H -0.79811 -0.90553 3.95318 0.0 0.1 -0.1 0.02
H 2.27115 0.20379 -2.84956 0.0 0.0 0.0 0.00
H -5.27613 -2.05210 1.01560 0.0 0.0 0.0 0.00
H 4.20129 -2.00483 -1.88634 -0.1 0.0 0.0 0.00
H 5.79759 -0.38958 -1.23108 0.0 0.1 0.1 0.00
H 5.71036 0.39383 0.35928 0.1 0.0 0.0 0.00
H 2.91072 -1.09698 -3.87149 0.0 0.0 0.0 0.00
H -1.54644 2.86757 0.53972 0.0 0.0 0.1 0.00
H -2.79697 0.98357 -1.88288 -0.1 -0.1 0.1 0.00
H 0.05449 0.74749 3.95571 -0.1 -0.1 -0.1 0.02
H 2.45937 -1.95268 -1.55566 0.0 0.0 -0.1 0.00

---

12
Properties=species:S:1:pos:R:3:forces:R:3:lowdin_charge:R:1 method="wB97M-V/def2-TZVPD" charge=0 gap_ev=9.359 relative_energy_kcal_mol=104.72 spin_multiplicity=1
O 2.05578 -1.44275 0.34352 0.3 -0.2 0.2 -0.22
N -1.30086 -0.80960 -0.46010 1.2 -1.1 -0.4 -0.01
N 2.77516 -0.63583 -0.58958 0.0 0.0 -0.2 -0.06
C -0.42493 -1.54859 -0.67452 -0.9 0.4 -0.1 0.14
C -2.16670 1.15483 0.47252 0.0 -0.1 0.0 0.06
C -2.33419 0.03333 -0.21252 -0.9 0.8 0.2 -0.22
H -3.28208 -0.29258 -0.62179 0.0 0.1 0.1 0.11
H -1.19630 1.42788 0.85568 0.1 0.0 0.0 0.07
H 3.39776 -1.27200 -1.09605 -0.1 0.2 0.3 0.06
H 3.36704 -0.04015 -0.01010 -0.2 -0.2 -0.1 0.06
H -2.98814 1.82031 0.66632 -0.2 0.0 0.0 0.06
H 1.19269 -1.63031 -0.09127 0.7 0.2 0.1 -0.08

---

110
Properties=species:S:1:pos:R:3:forces:R:3:lowdin_charge:R:1 method="wB97M-V/def2-TZVPD" charge=+1 gap_ev=7.758 spin_multiplicity=1
I -1.94462 5.54360 1.42621 1.3 -0.5 1.8 1.00
I -4.05931 5.66349 -0.84397 -1.0 -0.5 -1.5 0.85
S 1.23260 -1.78222 0.46009 -0.3 0.1 0.3 0.44
S -0.49653 3.07452 -0.62726 2.1 3.4 -1.2 0.78
P 0.96605 -1.22450 2.27833 0.8 -1.0 -3.2 0.33
F -0.86671 1.76419 -2.89901 -0.3 0.2 0.6 0.15
F 1.15948 2.05614 -2.30845 -0.3 0.4 0.3 0.16
F 0.01310 0.50415 -1.37161 -0.2 0.6 0.2 0.13
O 0.39034 -2.54658 3.03624 0.4 1.3 1.1 -0.21
O 1.49165 3.31820 3.70104 -0.2 0.0 -0.4 -0.18
O 3.97096 -4.76445 -0.84026 0.1 -0.1 0.0 -0.16
O 2.38781 -0.82506 2.94450 -1.2 -0.1 1.2 -0.18
O -1.33260 2.93452 3.26302 -0.4 0.5 0.4 0.03
O 1.24987 1.40145 1.29984 -0.2 0.8 0.5 -0.10
O -1.35316 -0.07815 -7.43716 0.1 0.1 0.1 -0.14
O -1.17418 4.05008 -1.41923 -2.0 -1.1 -0.4 -0.30
O 0.74630 3.66574 -0.22069 0.5 -1.2 1.6 -0.24
O 4.32802 0.83120 0.18830 0.0 0.3 0.0 -0.14
N -0.61808 2.70233 2.10243 1.2 0.4 -0.8 -0.03
N -1.05638 0.07816 1.22500 0.6 0.2 0.5 -0.01
C -2.86719 0.68235 -0.36028 -0.3 0.0 -0.6 -0.06
C -2.28694 -2.55714 -2.28000 0.3 0.0 -0.6 -0.05
C 4.53824 -1.26772 -1.10884 0.3 -0.2 -0.3 -0.08
C -0.51379 0.49957 -8.44371 0.1 -0.2 0.0 -0.20
C -3.42868 -0.30462 4.68949 -0.8 -0.3 -0.7 -0.24
C 5.31764 -6.60077 -0.18784 -0.1 -0.1 0.0 -0.17
C -3.39612 -1.72015 0.06699 -0.3 0.7 0.9 -0.06
C -2.01631 1.09062 0.87485 -0.8 -0.3 0.9 -0.23
C 4.67646 -5.30319 0.28097 0.1 0.2 0.0 -0.21
C 1.58494 3.79483 5.04107 -0.2 0.1 0.0 -0.05
C -1.46131 2.56496 0.84789 -1.7 -1.5 0.7 -0.34
C -5.11150 3.15903 0.30155 0.7 -0.8 0.4 -0.18
C 0.39919 1.60771 2.37954 1.3 -3.0 0.4 -0.34
C 5.57193 -6.30615 -1.66025 0.2 0.1 0.0 -0.17
C -2.82951 -3.48495 -1.42975 0.4 -0.5 -0.7 -0.06
C -3.38113 -3.04367 -0.25643 -0.6 -1.3 0.8 -0.07
C 1.09735 1.95194 3.67752 0.6 1.0 1.4 -0.14
C 2.57053 1.96869 1.37135 1.1 1.3 -1.2 -0.12
C 4.74025 0.25701 -1.04181 0.2 -0.6 -0.7 -0.25
C 3.25413 1.74451 0.01995 -0.4 -1.1 0.1 -0.17
C -0.31100 0.20312 2.47449 -0.2 0.4 0.3 -0.34
C -2.66858 3.54098 1.03997 -0.3 1.1 -1.9 -0.63
C -2.30293 -1.23004 -1.93766 0.7 1.2 -0.9 -0.05
C -2.39571 -0.87701 3.69721 -0.3 0.7 0.7 -0.19
C -1.06803 -0.09007 3.81103 -0.4 -0.6 0.2 -0.14
C -4.80935 -0.96596 4.45572 0.1 0.1 0.1 -0.09
C -2.83177 -0.77359 -0.76417 -0.2 0.1 0.8 -0.23
C 0.08397 1.76052 -7.83724 -0.1 0.1 0.0 -0.17
C 4.35209 -5.47370 -2.02437 -0.2 -0.1 0.0 -0.20
C -3.71191 3.62584 -0.16033 -0.7 0.8 0.4 -0.76
C -0.04550 1.73766 -1.84959 0.7 -1.7 -1.1 -0.64
C -1.10266 0.55926 -6.18583 -0.2 0.1 0.0 -0.22
C 0.16208 1.38773 -6.36186 0.2 -0.1 0.0 -0.18
H -3.82018 -3.77048 0.41848 0.0 0.1 0.0 0.12
H 0.26531 -0.22721 -8.69599 0.0 0.0 -0.1 0.12
H 5.48243 -1.74114 -1.39196 -0.1 -0.1 0.2 0.07
H 0.53269 -2.49661 3.99706 -0.3 -0.3 0.0 0.08
H 1.04430 2.02778 -8.27518 0.0 0.0 0.0 0.11
H -1.42789 -0.86548 1.20628 -0.2 0.2 -0.8 0.09
H -2.29553 -1.93693 3.93506 0.2 0.0 -0.4 0.13
H 2.11027 4.74673 5.04743 0.1 -0.1 -0.2 0.10
H 4.60866 -7.42634 -0.09037 0.0 0.0 0.0 0.11
H -5.02525 -1.75519 5.17621 0.1 0.0 -0.1 0.08
H 0.48484 1.79170 4.56886 -0.4 -0.2 -0.4 0.12
H -2.66207 1.27214 -1.25885 0.3 0.0 0.2 0.11
H -1.00496 -0.19902 -5.40520 0.0 -0.1 0.0 0.11
H 4.20893 0.69750 -1.89356 -0.1 0.2 0.2 0.11
H -1.10391 0.69888 -9.33815 -0.1 -0.1 0.0 0.12
H 3.58032 2.68104 -0.44200 0.0 0.0 0.1 0.14
H -2.07736 2.31466 3.33659 0.2 -0.3 -0.3 0.12
H -5.67177 3.96171 0.77385 -0.1 0.0 -0.2 0.05
H -5.62018 -0.23860 4.51655 0.0 0.0 0.1 0.07
H 1.04460 0.76897 -6.18042 0.0 0.0 0.0 0.12
H 2.51508 3.04706 1.52544 -0.2 -0.1 0.2 0.12
H -3.10889 -0.42563 5.72553 0.1 0.1 0.0 0.12
H -0.05471 3.57202 1.97473 -0.1 0.0 0.2 0.13
H 6.48032 -5.70868 -1.76880 0.0 0.0 0.0 0.11
H 3.23656 1.53557 2.11805 -0.5 -0.3 0.2 0.13
H 5.67616 -7.19797 -2.27617 0.0 0.0 0.0 0.11
H -1.27637 0.77658 4.44161 0.1 0.2 -0.4 0.09
H -2.80056 -4.52662 -1.72116 -0.1 -0.1 0.3 0.12
H 4.19726 -1.71279 -0.17579 0.0 0.2 0.1 0.04
H 2.73781 -1.61820 3.38083 0.4 0.2 -0.1 0.10
H 2.13224 3.07564 5.65813 0.0 0.1 0.0 0.10
H 3.51283 -6.11017 -2.32476 0.0 0.0 -0.1 0.12
H 6.21616 -6.85697 0.37161 0.0 0.0 0.0 0.11
H -2.85088 -0.77425 2.71256 0.2 -0.2 0.0 0.07
H -1.86402 -0.50812 -2.61747 0.0 -0.1 -0.1 0.10
H -3.42280 3.12821 -1.07468 0.3 0.0 0.2 0.04
H 5.79696 0.46265 -1.23666 0.0 0.2 0.4 0.11
H -3.90980 0.90963 -0.13122 0.1 0.1 0.1 0.11
H 1.98849 1.34313 3.85769 -0.2 -0.3 -0.6 0.14
H 5.43490 -4.57409 0.58905 0.0 0.0 0.1 0.11
H 3.83362 -1.56543 -1.88867 -0.1 0.1 0.2 0.07
H -3.58317 0.76594 4.48938 0.4 0.0 0.1 0.09
H -4.84614 -1.39586 3.45106 -0.1 -0.1 0.1 0.06
H 2.52585 1.23738 -0.62180 0.0 0.4 -0.1 0.10
H -3.86171 -1.39562 0.99441 -0.1 -0.1 0.0 0.11
H 0.20526 2.24603 -5.69177 0.0 0.0 0.0 0.10
H -1.96413 1.19479 -5.94844 0.0 0.0 0.1 0.12
H -5.65798 2.68822 -0.51389 -0.2 0.4 -0.1 0.09
H -0.41456 -0.69485 4.44877 0.1 0.3 0.0 0.10
H 4.55106 -4.76120 -2.82609 0.0 0.1 0.0 0.11
H 0.57411 3.95874 5.43282 0.1 -0.1 0.1 0.10
H 3.98107 -5.45132 1.10893 -0.1 0.1 0.0 0.11
H -3.30661 3.21891 1.85493 0.5 0.1 0.4 0.07
H -1.82496 -2.81503 -3.22408 -0.1 -0.3 0.0 0.12
H -0.59879 2.60259 -7.97272 0.0 0.0 0.0 0.12
H -2.74917 1.15226 1.71583 0.0 0.2 -0.2 0.14
H -4.99726 2.36893 1.06113 -0.1 0.0 -0.1 0.07

---

44
Properties=species:S:1:pos:R:3:forces:R:3:lowdin_charge:R:1 method="wB97M-V/def2-TZVPD" charge=0 gap_ev=7.812 spin_multiplicity=1
Cl -3.53672 2.18771 -1.04198 1.1 -0.2 1.2 0.59
Cl -0.28446 -4.23480 1.83011 0.2 -0.2 0.6 0.72
N -1.36125 -0.50523 -2.60819 -0.7 -1.7 -0.6 0.12
N -0.08979 2.45195 0.99153 1.2 0.0 1.0 0.20
N 0.17715 -2.03294 0.19775 -1.5 0.0 -3.3 0.12
N -1.82961 2.99279 2.63131 -2.6 -1.4 -4.0 0.10
N 0.31516 3.01601 3.02796 3.9 0.7 5.3 0.14
N -0.44864 1.95710 -1.13334 -0.5 -0.2 -1.3 0.10
C 1.81928 0.13204 0.35222 -1.2 -1.1 0.6 0.04
C -2.79131 2.67758 1.62765 1.3 0.2 0.6 -0.08
C 2.51926 -1.84995 3.50791 0.3 2.2 -2.0 -0.06
C -0.57621 2.81117 2.14066 -2.7 -0.1 0.9 -0.56
C 0.16203 -1.13267 -0.76574 -1.4 -1.0 -0.6 -0.13
C -2.40085 -2.26636 -3.99754 -1.0 3.0 0.3 -0.06
C 0.84603 -2.98086 2.16363 0.4 1.0 -0.9 -0.59
C 2.53985 -0.78867 2.59300 1.5 -0.3 0.8 -0.02
C -1.10596 -2.86627 -2.16116 2.9 -0.1 1.1 -0.02
C -2.34415 2.23728 0.32258 -2.8 1.3 2.1 -0.51
C 0.80329 1.29634 -1.58176 -0.9 -1.5 0.7 -0.31
C 1.96287 2.22236 -1.57733 2.1 0.2 -0.3 -0.07
C 1.66794 -2.89086 3.21852 -1.1 -2.3 1.9 -0.13
C -2.17734 -0.91421 -3.61869 0.3 -1.5 0.9 -0.10
C 0.96537 -1.94185 1.20406 0.7 0.2 1.5 -0.28
C -1.80719 -3.23004 -3.27055 0.4 1.3 1.0 -0.09
C 1.82170 -0.82825 1.38338 -0.5 -1.2 0.2 -0.14
C 0.95538 0.02802 -0.73990 1.5 1.2 1.8 -0.08
C -0.83075 -1.52750 -1.85683 -0.1 1.7 -1.0 -0.16
C -0.96227 2.17112 0.11810 -0.2 -0.4 -4.4 -0.40
H -3.20445 -2.39248 -4.69704 0.2 -0.5 -0.7 0.10
H -3.91176 2.81262 1.95357 2.4 -0.4 -1.0 0.14
H 1.29864 2.91892 2.76901 -0.8 -0.1 0.4 0.12
H 2.36031 0.99825 0.62562 0.6 1.0 -0.5 0.10
H 3.23946 0.03658 2.70151 -0.1 0.0 0.3 0.11
H 2.93312 1.66614 -1.74165 -1.0 0.4 0.2 0.11
H 1.55133 -3.65159 3.97258 0.2 -0.4 0.2 0.11
H 2.07687 2.82656 -0.68041 -0.2 -0.1 0.1 0.07
H -1.77195 -4.21028 -3.52191 -0.4 -2.9 -0.8 0.08
H 0.75926 0.86232 -2.58869 -1.0 0.8 -0.1 0.14
H 3.17404 -1.93714 4.35637 0.0 0.4 0.2 0.11
H 1.88257 2.89769 -2.42731 -0.1 0.2 0.0 0.08
H 0.00616 2.87208 4.01356 0.8 0.6 -1.3 0.14
H -2.80004 -0.24562 -4.17960 0.3 1.1 0.1 0.09
H -1.16820 1.97946 -1.81055 -0.5 -0.5 -0.9 0.06
H -0.43420 -3.62450 -1.70245 -1.0 0.6 0.1 0.13

---

20
Properties=species:S:1:pos:R:3:forces:R:3:lowdin_charge:R:1 method="wB97M-V/def2-TZVPD" charge=0 gap_ev=6.760 relative_energy_kcal_mol=129.60 spin_multiplicity=1
N -2.82932 0.11278 -0.54966 0.0 0.8 -0.3 -0.01
C 0.42405 -0.47805 0.25876 -2.7 4.1 0.6 -0.46
C 1.53248 -0.13531 1.18169 1.3 -1.9 0.3 -0.25
C -0.44695 0.56994 0.02740 0.1 -1.0 0.8 -0.15
C 0.19534 -1.78400 -0.31772 2.7 2.0 -3.7 0.12
C 2.56908 0.84518 0.63465 -0.2 -0.2 1.3 -0.10
C -1.51321 0.63307 -1.00669 0.1 -0.7 -1.7 -0.32
H -0.81471 -2.05531 -0.54801 -0.3 -0.3 -0.3 0.06
H 3.35577 0.88825 1.38493 0.2 0.3 0.1 0.07
H -0.44512 1.38429 0.74494 0.4 0.3 -0.2 0.10
H -1.56739 1.62936 -1.55284 -0.1 -0.6 1.2 0.12
H 2.14503 1.84427 0.52499 0.1 -0.2 -0.4 0.08
H 2.01144 -1.14005 1.33271 0.1 1.0 0.6 0.12
H 3.03887 0.45031 -0.23056 0.2 0.0 -1.2 0.05
H 1.20467 0.27304 2.14090 -0.3 -0.4 -0.1 0.11
H 1.06743 -2.22674 -0.80871 -0.2 -1.1 0.9 0.03
H -3.51481 0.67479 -1.04372 -0.4 -0.3 -0.1 0.05
H -1.25242 -0.04796 -1.85816 0.2 0.4 0.6 0.08
H 0.98722 -0.60631 -1.62470 -1.4 -2.2 1.1 0.26
H -2.97198 0.37483 0.41165 0.1 0.0 0.5 0.05

---

11
Properties=species:S:1:pos:R:3:forces:R:3:lowdin_charge:R:1 method="wB97M-V/def2-TZVPD" charge=+1 gap_ev="6.442 / 8.924" relative_energy_kcal_mol=113.10 spin_multiplicity=1
N -1.31415 0.70675 -0.00120 3.9 -0.7 0.5 -0.12
N -2.53492 0.41021 0.00166 -1.6 -1.4 -0.7 0.24
N 0.79289 1.92483 0.04039 -0.8 0.0 0.2 0.18
C -0.44055 -0.37934 -0.04508 3.2 0.5 0.0 0.07
C 0.95944 -0.33907 -0.03009 0.0 2.0 -0.4 0.05
C 1.64140 0.89088 0.01607 -3.1 0.0 0.3 0.02
C -0.41561 1.74319 -0.05811 -2.2 3.1 -0.5 0.09
H -3.26343 0.99795 0.35242 0.2 1.5 0.4 0.12
H 1.67080 -1.11186 0.00210 -0.2 -1.9 0.0 0.12
H -0.88297 -1.28439 0.04338 -1.6 -2.6 0.2 0.12
H 2.61890 1.19640 0.12889 2.3 -0.4 0.1 0.12

---

In the order shown, the computed total energy values come out to -63760.7646, -8232.1575, -113901.5061, -54983.9004, -7917.2131, -8669.1198 eV.